# 1
Formula: C107H100F7N13
Source: the OMol25 dataset
Level of theory: ωB97M-V/def2-TZVPD

Calculated values
- LUMO energy: 0.0149 Eh
- Energy relative to the best compared isomer or geometry (same formula, charge and spin): 0.0 kJ/mol
- Multiplicity: 1
- Electronic energy: -5548.09849 Ha
- Frontier orbital gap: 9.24 eV

Geometry as XYZ:
```
227
C107H100F7N13 | the OMol25 dataset | ωB97M-V/def2-TZVPD
C 4.8438 -6.1269 0.9587
H -5.2568 -0.0040 -0.5260
H -5.8046 -4.5939 -1.5096
C -6.7124 -2.6900 2.9312
H -2.5354 -5.2165 1.3675
N 3.6057 -5.8452 0.5660
C -1.8342 5.8183 -5.4035
C -6.0888 0.6682 -0.3603
C -0.5206 -4.9142 -0.4915
H 6.1714 -1.0676 -4.6949
H -2.7074 -2.1793 0.5574
H 5.5809 -6.1965 0.1390
H -9.7290 -0.7519 4.3478
C 6.2148 3.1989 0.8895
H 5.0905 4.7876 -1.6560
H 4.6013 -6.0282 4.2885
H 4.4081 0.5221 -4.5071
H -1.7683 -7.9226 -0.6417
H -4.7645 4.8179 2.1827
N -1.3550 -5.9217 -0.2105
C 1.2648 1.4171 -3.7351
C -2.4091 -2.6428 -5.9304
C -1.5178 -3.3378 -3.8618
H 1.2214 2.2253 -6.8605
N -5.0869 -3.0155 -2.4911
H 3.5640 1.5365 -6.7274
C -2.5815 1.9866 -4.3050
H -1.2581 -1.5137 2.8107
C -2.9926 -3.3342 4.0059
C 4.5543 -2.4757 -4.7875
H -10.0416 -2.2762 2.3446
C 3.0423 -3.6447 5.8964
N -6.5675 -1.8204 3.9839
C 5.9104 -2.7372 3.0432
H 0.9697 -2.8309 2.6427
C 4.6649 6.5743 -4.4619
C -3.3718 -1.6142 -1.4232
H -1.5700 -0.9395 -6.8717
C -7.6527 -1.2337 4.4573
H -3.9433 7.5165 -1.7399
F -3.3650 -2.6793 -6.8108
C -5.6574 5.5766 0.3766
C 0.7067 -5.0889 -1.1412
C 3.7060 4.3887 -3.2558
C -0.7508 4.9688 -5.1844
H 8.1995 3.2147 0.2273
C -4.1592 6.8827 -0.8877
C -4.4590 0.9742 3.3635
H -5.5021 0.7537 3.2428
H 3.3068 3.5194 -2.7495
H 0.4906 4.2064 -3.5519
H 4.2795 -0.0204 2.7838
H 7.6836 2.0100 -1.9250
H -2.5492 1.5135 -5.2887
H -1.7533 -3.0419 5.7210
H -3.2464 7.2415 -4.5772
H -4.3407 -1.3975 -3.3981
H 0.1421 -2.1995 -3.0904
C -2.6452 3.1855 -1.7819
C 5.1455 -2.7154 1.8774
H -0.7494 -3.9224 -0.1183
H 5.4894 -3.1473 -1.0529
N -2.5121 2.1987 2.6915
H 3.7065 -4.3358 -1.9983
H 0.0347 -4.7174 4.7562
F 5.3173 1.1445 -2.4855
C 0.7154 -2.4450 6.8354
H -2.5138 3.6685 -0.8156
C -0.4502 -1.5289 -5.0304
C 1.3751 -2.1374 0.6852
C 2.4351 0.8830 3.2313
H 5.2606 0.8795 4.9790
H -3.7463 -2.6414 4.3618
C 0.5843 -2.1618 1.8538
C 0.6805 5.6438 1.7072
C 5.2370 -2.9050 -2.0619
C -0.2124 4.9449 -3.8901
H 1.2127 -0.7665 5.6640
H -0.1498 -2.0117 7.2691
H 2.7668 0.6137 -2.5656
H -6.2277 6.5144 -1.5079
C 2.9332 -5.8406 2.9045
C 1.0923 -3.7046 7.2756
H 6.4435 3.7453 1.8190
C -3.3058 3.7816 -2.8642
H 6.1224 6.7366 -2.8188
C 1.7465 4.7446 -0.2272
C 1.0489 -6.3748 -1.5347
C 2.1260 2.1081 5.1305
C 5.5993 1.8859 -1.4251
C -5.4520 6.2996 -0.7620
H -3.2599 -4.2809 -4.8354
C 1.6269 5.7517 0.7578
C 6.7566 -1.6871 3.2368
C 3.8804 -3.4613 -4.0295
H 3.7139 2.2652 6.5192
H 3.2994 -1.7340 4.7990
C 5.9583 -1.9793 -2.8410
H 4.3199 -2.3651 -5.8286
F 1.0712 2.5797 -0.9891
C -2.2937 6.7095 -4.4276
H 0.5259 6.4339 2.4793
C -3.3908 5.9477 1.0367
C -1.9686 1.4634 -3.1444
C -2.4378 -3.5398 -4.8871
H -0.6016 -5.7691 2.5732
C -3.2764 3.1368 -4.1043
C 5.2843 6.2145 -3.2624
C 4.9115 2.7839 0.6566
F 0.2726 -4.3627 8.1291
H -6.6141 5.1103 0.4795
C 0.1157 -7.3871 -1.4103
H 6.8093 -1.4410 -2.4701
H 1.9529 -6.5467 -2.0775
N 1.6438 1.5994 4.0113
N -3.1563 6.7032 -0.0490
H 6.2678 0.2585 0.7135
N 6.9206 -0.6762 2.4005
H 0.5758 1.4445 -2.8998
C -1.7523 1.4517 3.5050
H 7.3178 -1.6579 4.1800
C 5.2634 -1.6285 0.9711
C 4.5806 2.1099 -0.5301
C 1.0990 -1.2740 -0.3322
C 3.1555 4.8779 -4.4206
H -2.7988 -0.7334 -1.5120
H 2.3061 4.4090 -4.9114
F -2.4594 5.6707 -6.6173
H 4.1759 2.9652 1.4371
H -1.7495 0.1370 0.8824
H -4.4210 2.5253 1.9637
H -5.7783 -3.1294 2.5200
H 2.5494 -5.3188 7.1969
C -0.0285 -0.3959 -0.2117
H -7.4679 -0.5665 5.3330
C -0.5854 5.9119 -2.9539
C 2.9240 1.3330 -5.8861
C 4.1931 -3.5911 -2.6397
C -3.8436 1.9806 2.6818
N -3.3079 -3.9058 2.8609
C -9.0587 -2.2174 2.8431
H -1.4260 0.5420 -3.2064
C 4.7374 5.0840 -2.6129
C 2.6609 -5.7994 1.5309
H 1.7590 -1.2420 -1.1445
H 1.6964 -5.5021 1.1454
H 2.1627 -5.6616 3.6246
N 3.6454 5.9308 -5.0647
C 4.2658 -6.0421 3.2459
C -7.2947 2.5782 -1.0079
C 3.4126 1.8490 5.5522
C -1.6540 6.7697 -3.1895
H -0.2316 5.8209 -1.9335
C -1.8043 -3.5159 4.7378
C -2.4152 -4.7174 2.3286
C 1.6124 1.8040 -5.9476
C -0.1986 4.5560 1.8030
H -0.3583 0.3783 -0.9111
H 5.8630 -3.5166 3.8002
C 0.9249 3.6262 -0.1165
H -4.4660 -4.0695 0.6735
F 2.4230 -2.9648 0.5607
H -2.5231 5.7873 1.6512
H -0.4339 4.2207 -5.9309
H 4.6561 -1.5144 0.0694
H 2.0192 0.5634 2.2832
C 3.7396 0.5363 3.5573
C -3.3598 -2.4266 -0.2970
H -3.6839 3.7363 -4.8977
H -0.6616 2.6728 1.0257
H -1.6524 -0.1900 4.8422
H -5.4511 1.9875 -2.0063
H -8.7054 1.1821 1.6414
C -4.5955 5.3424 1.2510
H 1.3965 -4.2607 -1.1701
C 2.6877 -2.3519 5.4610
C -4.3354 -3.5025 -0.2298
N -2.0508 1.9970 -1.9186
C -0.0634 3.5516 0.8772
C -1.2305 -5.0409 3.0287
C 5.2694 -6.2462 2.2549
C -0.5208 -2.3959 -3.9256
C 5.5998 -1.7961 -4.1559
C -5.1185 -3.7483 -1.3974
H 2.5688 4.8270 -0.9421
C -1.4210 -1.6744 -6.0496
C -1.0828 -7.1166 -0.7610
H -1.6559 -3.8996 -2.9453
C 6.2125 -0.6678 1.2843
C 2.4693 0.8282 -3.5757
H -6.8817 -0.4182 1.2605
C -0.5808 -1.4200 1.9540
H 5.0943 7.4386 -5.0303
H -0.9718 4.5419 2.5667
C 2.2481 -4.3353 6.7947
N -8.2124 2.3360 -0.0398
C 7.1914 2.9198 -0.0380
C 3.3661 0.8032 -4.6503
C -8.9287 -1.3529 3.9291
N 0.7709 1.8048 -4.9252
C -3.6975 0.1376 4.1305
C 1.5381 -1.7529 5.9821
C 6.9074 2.2699 -1.2222
C -7.9378 -2.8958 2.3647
C -7.0133 0.4423 0.6341
H 6.3465 -6.4260 2.4943
H 1.4388 2.7248 5.6738
C -0.9040 -0.5610 0.9002
H -7.4758 3.3273 -1.7315
H -4.2433 -0.5828 4.7693
H 0.2969 -8.4262 -1.7125
H 4.0031 -3.9727 5.5590
C -6.1723 1.7850 -1.2055
F 2.9360 -4.2600 -4.5904
H -2.0341 7.4016 -2.3953
C -8.0420 1.3459 0.8138
H -3.7280 4.7663 -2.8571
C 4.2112 1.0196 4.7603
H -7.9656 -3.5870 1.5386
H 0.2005 -0.6595 -4.9803
C -4.2303 -1.9833 -2.4741
H 4.5062 -3.5356 1.5890
C -0.9449 -4.4895 4.2654
H 2.2413 6.6704 0.7863
C -2.3081 0.4218 4.2496
H -0.7226 1.7209 3.6315
H 3.6115 1.7080 -0.7563
```

# 2
Formula: C3H5N3O
Source: the OMol25 dataset
Level of theory: ωB97M-V/def2-TZVPD

Calculated values
- SMILES: N/C(=N/[O-])C1=C[NH2+]1
- LUMO energy: 0.0132 Eh
- Energy relative to the best compared isomer or geometry (same formula, charge and spin): 656.9 kJ/mol
- Multiplicity: 1
- Electronic energy: -356.60718 Ha
- Frontier orbital gap: 8.39 eV

Geometry as XYZ:
```
12
C3H5N3O | the OMol25 dataset | ωB97M-V/def2-TZVPD
H 2.6267 0.3322 0.4397
N 0.6356 1.6704 -0.0418
N -1.9574 -0.4419 0.0203
N -0.0512 -1.9785 -0.0671
O 1.1980 -2.0483 -0.0459
H -2.4132 -0.9281 0.7855
C 1.7288 0.3032 -0.1566
C -0.5665 -0.7148 0.0162
H 0.3629 2.1747 0.7963
H 0.4124 2.1574 -0.9007
C 0.4195 0.2424 -0.0110
H -2.3957 -0.7687 -0.8349
```

# 3
Formula: C9H19CrN2OP
Source: the OMol25 dataset
Level of theory: ωB97M-V/def2-TZVPD

Calculated values
- LUMO energy (spin up / spin down): -0.1357 / -0.1508 Eh
- Multiplicity: 4
- Net charge: +1
- Electronic energy: -1924.59746 Ha
- Frontier orbital gap (spin up / spin down): 8.29 / 8.21 eV

Geometry as XYZ:
```
33
C9H19CrN2OP | the OMol25 dataset | ωB97M-V/def2-TZVPD
H 1.0604 0.2129 6.2602
C -2.0692 -1.4089 -3.0668
H 1.6643 -0.9027 -3.4139
C -0.6346 0.9989 -3.5178
N 0.0409 0.0717 1.5928
C 0.0298 1.6371 3.4240
H 0.3281 1.5187 -3.4401
H 1.1140 -1.4557 4.4345
H 0.3963 -1.5719 -4.4916
H 0.5842 1.8228 6.0033
C 0.7155 -1.4493 -3.4472
C 0.7139 -0.6713 3.7834
H -0.8484 0.7591 -4.5683
H 0.7565 2.6314 -0.9163
C 0.4999 0.6267 4.2953
H -1.4228 1.6418 -3.1084
Cr -0.0687 -0.1623 -0.3931
N 0.7406 0.9199 5.5991
C 0.4821 -0.9055 2.4336
H 0.6669 -1.8853 1.9835
C 1.7512 -0.8372 -0.4930
P -0.5680 -0.5306 -2.5371
H -2.0757 -2.4117 -2.6221
H -2.9426 -0.8560 -2.7006
H -1.6094 0.1661 -0.5573
H 0.8627 -2.4338 -2.9903
H -0.5834 2.0428 1.3759
H -0.7524 -1.5159 -0.2168
O 2.8122 -1.2638 -0.2495
C -0.2140 1.3090 2.0955
H -0.0945 2.6630 3.7760
H 0.7646 2.7242 -0.1631
H -2.1004 -1.4840 -4.1637
```